C29H48AsGeNO2RuSSi2 | ωB97M-V/def2-TZVPD

## Properties
HOMO-LUMO gap (spin up / spin down)	6.99 / 7.67	eV
E_LUMO (spin up / spin down)	0.25 / -0.42	eV
HOMO level (spin up / spin down)	-6.74 / -8.09	eV
2S+1	5
total energy	-6723.69316	a.u.
strongest force on any atom	0.34	eV/Å

Each line ends with the Mulliken charge.
Atoms and positions in Å:
Ru 0.139353 0.033608 -0.520502  0.209
C 3.337666 -0.285502 -4.423889  -1.243
Si 2.072175 -0.943985 -3.190892  0.228
C 2.450163 -2.761295 -2.941404  -0.476
C 0.389716 -0.741778 -4.000269  -0.498
C 2.086179 -0.053338 -1.555324  2.266
C 2.110784 1.437268 -1.623084  -1.088
C 3.017121 2.288420 -2.257454  -0.748
C 2.867621 3.655259 -2.102017  -0.687
C 1.826264 4.161078 -1.331702  -0.881
C 0.957291 3.264015 -0.740326  -0.632
N 1.112612 1.954823 -0.889010  0.601
Si 3.371536 -0.550381 -0.268518  0.129
C 5.089060 -0.596070 -1.041683  -1.095
C 3.019575 -2.215371 0.503085  -0.781
C 3.393217 0.731781 1.104005  -0.923
H 3.345878 -0.923807 -5.311758  0.397
H 4.348712 -0.281226 -4.010921  0.327
H 3.096143 0.726837 -4.753038  0.353
H 2.291069 -3.312425 -3.871774  0.422
H 1.817492 -3.207644 -2.174892  -0.388
H 3.491197 -2.907646 -2.642335  0.373
H 0.348457 -1.253584 -4.965782  0.497
H 0.168615 0.317492 -4.155757  0.351
H -0.386237 -1.146929 -3.349836  -0.553
H 3.826434 1.876350 -2.841954  0.486
H 3.568130 4.331613 -2.575957  0.460
H 1.694616 5.224148 -1.189637  0.429
H 0.121602 3.580511 -0.127854  0.485
H 5.160762 -1.350364 -1.829118  0.295
H 5.838870 -0.836824 -0.283489  0.401
H 5.358451 0.370213 -1.475087  0.278
H 3.163904 -3.038935 -0.197872  0.259
H 1.995081 -2.260400 0.877893  0.069
H 3.697348 -2.371565 1.346592  0.506
H 3.670802 1.724312 0.740813  0.269
H 4.122438 0.438358 1.863683  0.464
H 2.415023 0.808604 1.586243  0.086
C -4.153432 0.789537 -0.590305  -1.082
As -3.021384 0.533053 -2.117659  0.310
C -3.681490 1.629461 -3.547552  -1.174
C -3.254539 -1.285309 -2.683426  -0.592
O -1.473644 0.998339 -1.751400  -0.306
H -5.180496 0.501847 -0.810513  0.426
H -4.108610 1.837565 -0.300734  0.352
H -3.754874 0.180935 0.220709  0.273
H -4.718862 1.384973 -3.771212  0.409
H -3.061082 1.453430 -4.424580  0.341
H -3.597694 2.673327 -3.252525  0.355
H -4.282365 -1.418200 -3.022099  0.605
H -3.035465 -1.946171 -1.846664  -0.388
H -2.565482 -1.500131 -3.496504  0.386
C -2.507554 -4.258595 0.127330  -1.458
Ge -0.818514 -3.595443 -0.635531  0.875
C 0.585703 -4.677513 0.210353  -1.356
C -0.865882 -4.059228 -2.554070  -1.280
C -0.814545 -1.686973 -0.301233  -0.839
H -2.619384 -5.327420 -0.063680  0.388
H -3.371513 -3.746823 -0.304186  0.379
H -2.523546 -4.098681 1.206174  0.382
H 0.271359 -5.722209 0.162890  0.448
H 0.714570 -4.402631 1.256670  0.356
H 1.549195 -4.588744 -0.288038  0.371
H -0.513930 -5.082623 -2.696602  0.447
H -0.240871 -3.398800 -3.154317  0.254
H -1.889321 -4.001745 -2.927017  0.406
H -1.708649 -1.494784 0.308828  0.698
C -3.541490 4.338389 6.563618  -0.991
C -3.053555 3.993232 7.944873  0.682
O -3.460534 4.513144 8.948434  -0.538
S -1.779660 2.744143 8.123128  -0.139
C -1.455580 2.226701 6.455053  -0.328
C -0.440269 2.828632 5.718287  -0.377
C -0.183412 2.420321 4.421158  -0.433
C -0.931278 1.393580 3.835637  0.343
C -1.935034 0.780523 4.592212  -0.519
C -2.190794 1.190088 5.888892  -0.347
C -0.662426 0.967571 2.496246  0.486
C -0.419305 0.592063 1.363976  -1.267
H -4.254179 5.154569 6.651062  0.315
H -4.018400 3.470927 6.107035  0.303
H -2.710451 4.624586 5.919610  0.316
H 0.145713 3.620296 6.167746  0.433
H 0.605914 2.886884 3.846742  0.485
H -2.504010 -0.027612 4.152207  0.492
H -2.964108 0.705910 6.471826  0.451

Cartesian forces, eV/Å:
-0.02 -0.03 0.13
-0.01 -0.01 0.03
0.03 0.02 -0.01
0.03 -0.02 0.01
0.02 0.00 -0.04
-0.03 0.07 -0.04
0.01 0.03 -0.01
-0.02 -0.01 0.00
0.00 -0.01 0.00
0.00 0.01 0.01
-0.02 0.01 0.02
0.04 0.01 -0.01
0.01 -0.01 0.00
0.00 -0.01 0.01
0.03 -0.01 -0.02
-0.02 -0.02 -0.01
-0.01 -0.01 0.01
0.01 0.00 0.00
0.00 0.01 0.00
0.00 -0.01 0.01
0.00 -0.02 0.02
-0.02 0.00 -0.02
-0.01 0.00 0.00
0.00 0.01 0.00
-0.01 -0.01 0.01
0.01 0.00 -0.01
0.00 0.00 0.00
0.00 0.00 0.00
0.00 0.00 0.00
0.00 0.02 0.01
0.00 0.00 0.00
0.00 0.00 0.00
0.00 0.04 0.03
0.00 0.00 0.01
0.00 -0.01 0.00
0.00 0.00 -0.01
0.00 0.00 0.00
0.01 0.01 0.00
0.00 -0.01 0.00
-0.13 -0.11 0.17
0.02 0.02 0.01
0.00 -0.01 -0.01
0.22 0.11 -0.24
0.00 0.00 0.00
0.00 0.00 0.00
0.01 0.01 0.00
0.00 0.00 0.00
0.00 0.00 0.00
0.00 0.00 0.00
-0.01 -0.01 0.01
-0.01 0.05 -0.03
0.01 0.00 -0.03
-0.03 0.02 -0.02
0.04 -0.05 -0.01
0.01 0.01 -0.04
0.05 0.03 -0.01
-0.09 0.04 0.05
0.00 0.00 0.00
0.02 -0.01 0.01
0.00 0.00 0.01
0.00 0.00 0.00
0.00 0.01 0.01
-0.02 0.00 -0.01
0.00 0.00 0.01
-0.05 -0.04 0.02
-0.02 0.01 -0.01
0.00 -0.04 0.00
-0.02 0.00 0.00
0.06 0.05 0.00
-0.02 -0.01 0.00
0.00 -0.01 0.00
0.00 -0.02 0.01
0.00 0.01 0.00
-0.01 -0.01 0.00
0.01 0.00 0.01
0.01 0.00 0.01
-0.01 0.00 -0.01
0.00 0.01 -0.01
-0.05 -0.07 0.00
0.00 0.00 0.00
0.00 0.00 -0.01
0.00 0.00 0.01
0.00 0.00 0.00
0.00 0.00 0.00
0.00 0.00 0.00
0.00 0.00 0.00

C29H48CrNOP2 | ωB97M-V/def2-TZVPD

## Properties
HOMO-LUMO gap (spin up / spin down)	6.78 / 7.18	eV
E_LUMO (spin up / spin down)	-2.43 / -3.23	eV
HOMO level (spin up / spin down)	-9.21 / -10.42	eV
charge	+1
2S+1	5
total energy	-2990.57715	a.u.
strongest force on any atom	3.59	eV/Å

Each line ends with the Mulliken charge.
Atoms and positions in Å:
Cr -0.407942 0.072349 -1.160224  0.006
C 0.171008 -1.209829 0.501085  0.718
C -0.612934 -1.920930 -0.475794  0.533
C 1.296368 -1.086293 -1.534803  0.391
C 1.347166 -0.709665 -0.148437  0.564
C 0.104123 -1.879779 -1.726500  0.843
C -0.061806 -1.187746 1.970133  -0.796
H -1.125486 -1.302597 2.211307  0.356
H 0.283195 -0.238343 2.406339  -0.077
H 0.492648 -1.993379 2.479047  0.276
C 2.536522 -0.149010 0.544105  -1.363
H 2.253452 0.519149 1.364097  0.078
H 3.169672 0.407623 -0.150094  0.360
H 3.149878 -0.951102 0.980763  0.294
C 2.251813 -0.661692 -2.596656  -1.709
H 3.031023 -1.410412 -2.788041  0.342
H 2.750324 0.272341 -2.305258  0.346
H 1.717813 -0.478783 -3.541366  0.375
C -0.304290 -2.542272 -2.986420  -1.536
H 0.070177 -3.571601 -3.039405  0.303
H 0.078686 -1.990672 -3.848198  0.320
H -1.393953 -2.576955 -3.068471  0.350
C -1.885764 -2.650703 -0.226764  -1.538
H -1.697861 -3.684852 0.087114  0.348
H -2.494512 -2.694059 -1.136822  0.318
H -2.474142 -2.167458 0.561610  0.363
C -0.917365 2.158871 0.334344  -0.520
C -2.009728 1.806801 1.083684  -1.009
C -3.185429 1.030191 0.571277  -0.618
C -3.522966 1.252185 -0.916165  -0.078
C -2.626471 0.633891 -1.948607  -0.497
C -1.713519 1.310664 -2.758947  0.296
C -0.582388 2.174830 -2.233431  -1.077
C -0.966427 2.937869 -0.968835  -0.238
H -4.069233 1.328880 1.159350  0.670
H -3.655050 2.324669 -1.110174  -0.999
H -3.073803 -0.052080 0.781686  -0.080
H -1.974235 3.363956 -1.092425  -0.142
H 0.091813 2.131388 0.795818  0.602
H -1.996575 1.991725 2.163722  0.404
H -0.294176 3.803649 -0.876227  0.774
H 0.365738 1.576513 -2.062116  0.645
H -1.680270 1.093871 -3.829462  0.309
H -0.264426 2.869546 -3.022609  0.399
H -4.520007 0.812283 -1.071760  0.771
H -2.970216 -0.356337 -2.296456  0.485
P -2.846619 4.300346 -3.048050  0.925
P -1.471890 3.329667 -5.651006  0.540
C -3.359424 5.147341 -4.639314  -0.970
C -2.224239 5.059496 -5.652149  -1.076
H -3.594350 6.194383 -4.394734  0.509
H -4.279510 4.658317 -4.999173  0.452
H -2.579575 5.281411 -6.671120  0.617
H -1.402194 5.754733 -5.406710  0.416
C -0.354570 3.729519 -7.054890  -1.269
H 0.135166 2.810011 -7.390573  0.388
H 0.405128 4.433456 -6.696475  0.368
H -0.915870 4.185330 -7.880294  0.374
C -2.836704 2.535849 -6.605881  -1.355
H -3.224225 3.200990 -7.388039  0.438
H -3.655062 2.257927 -5.933639  0.289
H -2.452366 1.622436 -7.071331  0.414
C -1.896102 5.751583 -2.402997  -1.392
H -1.522323 5.543419 -1.394048  0.418
H -2.554829 6.629629 -2.372680  0.493
H -1.037528 5.964730 -3.053310  0.299
C -4.457406 4.561984 -2.206329  -1.585
H -5.237822 4.090166 -2.820295  0.363
H -4.656919 5.638749 -2.116043  0.442
H -4.460490 4.102355 -1.210935  0.493
O 0.898545 1.536939 3.344434  -0.682
N 1.548197 2.488710 3.945437  0.180
C 2.439084 3.247600 3.232219  0.055
C 3.078362 4.315361 3.838353  -0.766
C 2.801536 4.633338 5.170607  -0.180
C 1.896312 3.836323 5.883447  -0.604
C 1.325132 2.729316 5.277420  -0.066
H 2.577202 2.975177 2.182750  0.392
H 3.776199 4.893497 3.236424  0.361
H 3.291449 5.480393 5.651650  0.381
H 1.631968 4.041394 6.919021  0.367
H 0.650950 2.034761 5.782724  0.409

Cartesian forces, eV/Å:
-2.29 2.71 -0.57
0.60 -1.11 -0.13
1.20 0.10 0.20
-0.40 -1.52 0.17
-0.58 -0.97 0.02
1.23 -0.22 0.48
-0.07 0.45 0.47
0.21 -0.02 0.00
-0.18 -0.37 -0.08
-0.19 0.15 -0.23
0.17 0.64 0.25
0.00 -0.09 -0.03
0.04 -0.03 0.08
-0.23 0.10 -0.18
0.25 0.11 -0.33
-0.14 0.13 0.03
-0.04 -0.22 -0.16
0.27 -0.06 0.18
-0.25 -0.02 -0.42
-0.05 0.16 0.00
-0.04 -0.17 -0.04
0.08 -0.09 -0.10
-0.37 -0.08 0.02
0.02 0.17 -0.04
0.01 -0.02 0.19
0.09 -0.17 -0.15
0.20 0.18 0.74
0.99 -0.44 -0.18
-1.20 1.27 -0.07
-0.27 -0.10 1.10
0.60 0.10 -0.99
0.45 -1.53 0.88
-1.06 1.30 -0.38
-0.05 -0.29 -0.06
0.12 -0.16 -0.17
0.20 -0.47 0.04
0.36 0.46 -0.03
0.63 -0.34 0.08
-0.81 0.76 0.38
0.58 -1.04 -0.13
-0.10 -0.33 0.24
-0.06 0.24 -0.16
0.53 -0.63 0.34
-0.04 -0.30 0.08
0.30 0.03 -0.10
-0.27 0.80 -0.45
-0.87 1.05 -0.87
-0.20 1.09 -1.12
0.10 -0.09 0.35
0.18 -0.40 0.24
-0.14 -0.26 -0.14
0.34 0.15 0.00
0.23 0.00 0.28
-0.38 -0.13 -0.08
0.16 -0.32 -0.01
0.06 0.24 -0.12
-0.05 -0.16 -0.16
0.21 -0.13 0.10
0.01 -0.30 0.13
0.12 -0.13 0.15
0.05 0.00 -0.12
-0.14 0.06 0.04
0.08 -0.12 0.25
-0.07 0.23 -0.20
0.22 -0.14 0.00
-0.18 -0.07 0.15
-0.05 0.14 0.28
0.15 0.10 0.27
-0.14 -0.29 0.03
-0.17 0.26 -0.14
0.36 0.40 0.25
-0.08 -0.24 -0.19
-0.29 0.03 0.55
-0.17 -0.11 0.18
-0.11 -0.07 0.05
0.35 -0.13 -0.32
0.07 0.35 -0.54
-0.19 -0.04 0.55
-0.13 -0.07 0.25
-0.20 -0.24 -0.17
0.20 -0.01 -0.24
0.22 0.27 -0.43

C29H49AsF5N5OSSi3Sn | ωB97M-V/def2-TZVPD

## Properties
HOMO-LUMO gap	7.28	eV
E_LUMO	-5.89	eV
HOMO level	-13.17	eV
charge	+2
total energy	-5699.09318	a.u.
strongest force on any atom	1.32	eV/Å

Each line ends with the Mulliken charge.
Atoms and positions in Å:
Sn 0.144251 0.082857 -0.579103  0.299
F 1.219705 6.676422 -2.443086  -0.270
C 0.782896 5.607998 -1.808638  0.728
C 1.681292 4.760745 -1.177899  0.124
F 2.985660 5.009275 -1.226892  -0.348
C 1.205156 3.671473 -0.476843  -0.290
F 2.086621 2.895693 0.172075  -0.487
C -0.148899 3.376741 -0.396600  0.288
S -0.775081 2.032422 0.560157  -0.512
C -1.025949 4.232598 -1.051743  0.354
F -2.334720 3.998912 -1.012496  -0.363
C -0.574887 5.337098 -1.753025  0.140
F -1.432558 6.132967 -2.366287  -0.273
C 3.338258 1.591140 -2.148459  -1.291
O 2.456810 0.672285 -1.470034  0.053
Si 3.018463 -0.785317 -0.829203  0.669
C 3.786174 -0.431575 0.827421  -0.881
C 4.297055 -1.568175 -1.902861  -1.252
C 1.375276 -1.714191 -0.794075  0.556
Si 0.908147 -2.453340 -2.532166  0.503
C 1.614193 -1.485041 -3.966171  -0.695
C 1.745299 -4.122694 -2.443543  -1.219
C -0.914561 -2.682371 -2.804267  -0.723
Si 1.031153 -2.835587 0.724799  0.295
C -0.554697 -3.780443 0.533210  -0.555
C 0.802624 -1.793036 2.258819  -0.314
C 2.470778 -3.991982 0.945311  -1.068
H 3.636802 1.177464 -3.113254  0.416
H 4.227664 1.795192 -1.548724  0.371
H 2.806357 2.522805 -2.316092  0.084
H 4.858354 -0.263118 0.696659  0.519
H 3.678698 -1.252879 1.538195  0.379
H 3.356281 0.471897 1.267214  -0.323
H 5.129816 -0.869235 -2.031272  0.425
H 3.948399 -1.850828 -2.893883  0.335
H 4.701130 -2.460092 -1.415305  0.347
H 2.047241 -0.526029 -3.681221  -0.421
H 0.839205 -1.286379 -4.710828  0.588
H 2.400357 -2.054552 -4.464975  0.512
H 2.724888 -4.074565 -1.964815  0.284
H 1.895298 -4.499981 -3.459499  0.506
H 1.137734 -4.858205 -1.910229  0.300
H -1.472963 -1.753530 -2.682859  0.043
H -1.349775 -3.448256 -2.162293  0.362
H -1.050312 -2.999835 -3.842444  0.578
H -1.369680 -3.100056 0.294853  -0.466
H -0.803815 -4.286850 1.470093  0.480
H -0.511154 -4.539109 -0.250214  0.428
H -0.066116 -1.130099 2.165705  -0.305
H 1.676221 -1.183829 2.477332  -0.011
H 0.621586 -2.446871 3.116832  0.505
H 2.434893 -4.807398 0.221593  0.344
H 2.431155 -4.438112 1.943460  0.490
H 3.440618 -3.498182 0.845473  0.285
N 1.824444 4.470891 4.916171  -0.262
C 1.737483 2.979727 4.662476  -0.709
C 1.592403 2.691312 3.168687  -0.993
N 1.486012 1.275373 2.871887  -0.236
H 1.924865 4.683386 5.910383  0.376
H 0.987614 4.949659 4.577887  0.344
H 2.625624 4.879413 4.430263  0.359
H 0.880547 2.609750 5.223022  0.404
H 2.639280 2.531714 5.075468  0.390
H 2.453468 3.094098 2.629020  0.452
H 0.696772 3.187377 2.782206  0.375
H 0.712688 0.841135 3.361130  0.239
H 2.336873 0.782853 3.116299  0.299
N 2.313758 1.369934 -6.090273  -0.501
C 1.513918 1.578360 -5.286345  0.561
N 0.617192 1.876437 -4.357634  -0.658
C 0.180100 1.286108 -3.374398  0.956
N -0.354436 0.833652 -2.408601  -0.421
C -3.663314 -2.198446 -0.797326  -1.634
As -2.598556 -0.652404 -0.321178  0.830
C -3.652713 0.730714 -1.162008  -1.224
C -2.982557 -0.442376 1.598835  -0.702
C -4.416691 -0.716993 1.949378  -0.161
C -4.823161 -1.998719 2.309724  -0.187
C -6.146918 -2.251171 2.637406  -0.746
C -7.080268 -1.223219 2.602480  -0.520
C -6.681506 0.059587 2.254963  -0.756
C -5.355974 0.310333 1.928362  -0.277
H -4.678927 -1.975250 -0.474085  0.569
H -3.321848 -3.107518 -0.311980  0.420
H -3.636982 -2.326864 -1.876372  0.571
H -4.691208 0.594608 -0.862838  0.541
H -3.566239 0.625227 -2.242370  0.431
H -3.301397 1.715026 -0.869429  0.198
H -2.702108 0.579779 1.850672  0.537
H -2.313744 -1.125110 2.125482  0.517
H -4.097388 -2.805167 2.339934  0.410
H -6.451558 -3.248970 2.925005  0.426
H -8.113851 -1.421763 2.852112  0.418
H -7.402267 0.866802 2.243295  0.409
H -5.046805 1.316486 1.664385  0.431

Cartesian forces, eV/Å:
-0.80 -0.27 -0.81
0.02 -0.01 -0.07
0.01 0.02 -0.02
-0.02 0.02 0.01
0.02 0.01 0.03
-0.01 0.00 0.16
0.06 0.06 0.05
0.03 -0.09 -0.04
0.36 0.09 0.32
-0.04 -0.11 -0.10
-0.01 0.01 -0.01
-0.04 0.03 -0.02
-0.02 0.03 0.01
-0.02 -0.06 0.05
0.16 -0.02 0.03
0.08 -0.42 -0.18
0.07 0.13 0.19
0.16 0.00 -0.13
-0.66 1.01 0.55
0.56 -0.46 0.21
-0.01 0.24 0.01
-0.07 -0.13 -0.16
-0.16 0.04 0.04
0.30 -0.12 -0.35
-0.06 -0.18 -0.06
-0.02 0.10 0.10
0.08 -0.09 0.11
-0.02 0.00 0.02
-0.05 0.00 0.02
-0.04 -0.01 -0.04
-0.02 0.02 -0.01
0.03 0.00 -0.04
-0.01 -0.06 -0.06
0.02 -0.06 0.01
0.02 -0.01 0.03
-0.01 0.03 0.00
0.02 -0.04 -0.05
0.02 -0.01 0.02
-0.05 0.00 -0.02
-0.01 0.01 -0.06
-0.02 -0.03 0.05
0.07 0.02 0.00
-0.02 0.02 -0.11
-0.01 0.04 0.00
0.02 -0.01 0.03
-0.07 -0.02 0.02
0.03 0.02 -0.02
-0.02 0.03 0.03
0.01 0.01 0.05
0.00 -0.02 0.00
-0.02 0.01 -0.04
0.02 0.02 0.03
0.02 0.00 -0.04
-0.03 -0.03 0.01
0.02 -0.05 -0.03
-0.03 -0.10 -0.01
-0.01 -0.13 0.02
0.20 0.28 0.26
0.00 0.00 0.04
-0.04 0.02 0.01
0.03 0.01 0.00
-0.02 0.07 0.03
0.04 0.06 0.01
-0.03 0.02 -0.01
0.02 0.03 -0.03
-0.02 -0.02 -0.03
-0.03 -0.03 0.07
-0.07 0.03 0.08
0.00 -0.14 0.09
0.00 0.34 -0.09
0.10 -0.05 0.00
-0.18 -0.15 -0.27
0.07 -0.06 -0.14
0.07 0.17 0.33
0.04 0.02 -0.11
-0.10 -0.11 -0.05
0.05 0.08 0.09
-0.01 -0.02 0.02
-0.01 0.01 -0.03
0.02 -0.01 0.01
0.00 -0.01 -0.04
-0.02 0.01 -0.02
0.00 0.00 0.00
0.00 -0.01 0.00
-0.01 -0.01 -0.01
0.00 -0.02 0.01
0.00 0.00 0.00
0.02 0.00 0.01
0.01 0.02 0.03
-0.02 -0.01 0.01
-0.01 0.01 0.02
0.01 0.01 -0.02
0.01 0.01 0.02
0.01 -0.01 -0.01
-0.01 -0.01 0.02

- What is the formula in the third record?
  C29H49AsF5N5OSSi3Sn